# 1
Computed, not measured: a single C18H24N2O3S molecule, with ωB97M-V/def2-TZVPD.

F_max (hartree/bohr): 0.0163
Highest occupied orbital energy (eV): -7.747
Net charge: 0
Orbital gap (eV): 8.212
E_tot (hartree): -1433.72809
Relative energy (zero: lowest compared OMol25 entry of this formula, charge and spin) (kJ/mol): 132.5

The geometry in XYZ format:
```
48
Properties=species:S:1:pos:R:3:forces:R:3:lowdin_charge:R:1
C 2.22718 2.91604 -1.61532 -0.057 0.054 0.219 -0.1115
C 2.09419 3.12397 -0.11120 0.227 -0.143 -0.071 -0.2466
C 3.19184 2.40635 0.67877 -0.303 0.468 0.125 -0.2467
N 3.22086 0.97938 0.46034 0.111 -0.365 -0.486 0.0072
C 2.41329 0.11665 1.10918 0.328 -0.018 0.235 -0.7814
S 1.39433 0.65125 2.31035 -0.538 0.337 0.550 0.6940
N 2.52143 -1.20444 0.82256 -0.031 0.129 -0.127 -0.1216
C 3.02318 -1.75581 -0.41918 0.480 -0.088 -0.270 -0.1451
C 1.99354 -2.72893 -1.02452 -0.186 0.195 -0.105 -0.1180
C 0.57176 -2.31880 -0.62559 0.280 -0.079 -0.125 -0.2256
C 0.25705 -0.91809 -1.14186 0.026 -0.394 -0.018 -0.3048
O 1.03821 -0.31061 -1.84726 -0.045 -0.004 -0.002 0.0838
C -1.04463 -0.33174 -0.76407 -0.485 0.483 -0.056 -0.1474
C -1.17346 1.05750 -0.83581 0.051 -0.174 0.028 -0.0052
C -2.33777 1.68013 -0.44939 -0.216 -0.121 0.069 0.0290
C -3.42039 0.92721 -0.00673 0.142 -0.178 -0.006 -0.1907
C -3.32838 -0.47142 -0.00299 -0.067 0.125 -0.067 -0.1818
C -2.14242 -1.08914 -0.36256 0.030 0.252 -0.058 0.0591
O -4.39015 -1.26714 0.34570 0.348 -0.080 0.054 -0.0240
C -5.61888 -0.57610 0.38386 -0.299 0.468 0.072 -0.1490
C -5.45026 0.75784 1.10868 -0.253 -0.537 0.109 -0.1439
O -4.54505 1.58002 0.40404 0.268 0.130 -0.243 -0.0156
C 0.41335 -2.43453 0.90340 0.114 0.030 0.099 -0.1236
C 1.76320 -2.17205 1.58070 -0.314 -0.184 0.306 -0.1976
H 3.21698 3.21505 -1.95736 0.109 0.058 -0.109 0.0710
H 1.49053 3.51566 -2.14548 -0.046 0.018 -0.140 0.0711
H 2.06559 1.87294 -1.87927 -0.015 -0.053 -0.082 0.0427
H 1.12738 2.75568 0.23504 -0.006 0.054 0.076 0.0717
H 2.15209 4.18826 0.12450 -0.039 0.039 0.058 0.1072
H 3.02935 2.57133 1.74696 0.168 0.000 -0.161 0.0758
H 4.17409 2.79849 0.40141 -0.019 -0.022 0.001 0.1203
H 3.70217 0.66867 -0.36808 0.034 -0.093 0.141 0.1237
H 3.97197 -2.27702 -0.23374 -0.057 0.045 -0.068 0.1275
H 3.20053 -0.95802 -1.13951 -0.012 -0.116 0.090 0.1017
H 2.09179 -2.71502 -2.11024 0.068 -0.054 0.024 0.1204
H 2.17499 -3.74767 -0.67910 0.002 -0.014 -0.020 0.1167
H -0.14057 -2.98996 -1.11717 -0.019 0.044 0.016 0.1483
H -0.33239 1.63566 -1.18166 0.103 0.061 -0.020 0.1003
H -2.43588 2.75350 -0.46812 -0.011 0.146 0.012 0.1246
H -2.12032 -2.16646 -0.34141 0.029 -0.165 0.049 0.1304
H -6.32366 -1.22557 0.90471 0.014 0.100 -0.050 0.1329
H -5.97513 -0.38909 -0.63883 0.015 -0.048 0.107 0.1397
H -6.39195 1.30587 1.15995 0.061 -0.091 0.024 0.1333
H -5.07292 0.57379 2.12351 -0.056 0.051 -0.089 0.1409
H -0.30777 -1.70123 1.26241 0.042 -0.083 0.078 0.0905
H 0.05648 -3.42871 1.17488 -0.057 -0.033 0.003 0.1205
H 2.36169 -3.08589 1.63545 0.007 0.014 -0.027 0.1259
H 1.61297 -1.78778 2.59009 0.075 -0.163 -0.144 0.0698
```
Forces are in eV/Å.

# 2
Computed, not measured: a single C18H24N2O4S molecule, with ωB97M-V/def2-TZVPD.

F_max (hartree/bohr): 0.0180
Highest occupied orbital energy (eV): -8.399
Net charge: 0
Orbital gap (eV): 8.976
E_tot (hartree): -1508.96364
Relative energy (zero: lowest compared OMol25 entry of this formula, charge and spin) (kJ/mol): 173.5

The geometry in XYZ format:
```
49
Properties=species:S:1:pos:R:3:forces:R:3:lowdin_charge:R:1
C 3.45049 2.28426 0.50979 0.212 -0.109 0.163 -0.0713
C 4.58006 1.32057 0.86143 -0.126 -0.109 -0.161 -0.4145
C 5.69777 1.40164 -0.17551 -0.129 -0.011 0.327 -0.0797
C 4.05180 -0.11687 0.98345 0.178 0.481 0.547 -0.2197
N 3.46263 -0.58669 -0.25134 -0.634 -0.502 -0.204 -0.1247
S 2.00226 -1.38536 -0.16790 0.553 0.278 -0.072 0.6422
O 1.85236 -2.06274 1.08919 -0.067 0.348 -0.010 -0.2809
O 1.90398 -2.15005 -1.38075 0.062 0.206 -0.179 -0.3010
C 0.87097 -0.01170 -0.23160 0.285 -0.450 0.187 -0.3064
C 0.68113 0.62958 -1.43884 -0.059 0.004 -0.190 -0.0536
C -0.16354 1.72325 -1.49603 0.071 -0.124 0.047 -0.0158
C -0.81016 2.17654 -0.35024 0.128 0.117 0.107 -0.2247
C -1.77411 3.32543 -0.42611 -0.112 -0.077 -0.070 -0.1341
C -3.16566 2.81754 -0.84406 0.054 0.121 0.294 -0.0872
C -3.62793 1.78212 0.16885 -0.120 0.053 -0.653 -0.5236
O -3.97656 2.07389 1.29369 -0.018 0.236 0.422 0.0632
N -3.60079 0.50838 -0.27830 -0.041 -0.433 -0.175 0.0833
C -3.87106 -0.61105 0.59751 0.045 0.164 0.247 -0.0888
C -2.99752 -1.77828 0.27506 -0.551 -0.579 0.167 -0.2571
C -3.17534 -3.11306 0.48484 -0.024 0.684 -0.078 -0.0245
C -2.01715 -3.75040 -0.02682 0.432 0.295 -0.214 -0.0505
C -1.22534 -2.76096 -0.51539 -0.029 -0.918 0.105 -0.1043
O -1.80984 -1.55966 -0.33615 -0.224 0.437 0.016 0.0240
C -0.60708 1.51073 0.85407 0.089 0.029 -0.080 -0.0129
C 0.23428 0.41394 0.91578 0.053 -0.095 0.116 -0.0501
H 3.82839 3.30168 0.44226 -0.005 0.127 -0.027 0.0786
H 2.66866 2.25518 1.26512 -0.143 0.049 0.066 0.0754
H 3.01084 2.01058 -0.44590 -0.074 0.026 -0.120 0.0679
H 4.98828 1.59452 1.84046 -0.012 -0.062 -0.014 0.1350
H 6.49825 0.70590 0.06588 0.160 -0.076 -0.027 0.0756
H 5.31126 1.16142 -1.16255 -0.016 0.000 -0.193 0.0741
H 6.11427 2.40569 -0.20454 0.065 0.075 -0.080 0.0768
H 4.85982 -0.78040 1.31327 -0.142 -0.014 -0.006 0.1271
H 3.26006 -0.15880 1.73408 0.182 0.044 0.160 0.1120
H 4.09732 -1.02575 -0.89664 -0.070 -0.236 -0.234 0.1124
H 1.18791 0.25393 -2.31355 0.046 0.042 -0.181 0.1203
H -0.32249 2.23345 -2.43535 -0.001 0.053 -0.110 0.1196
H -1.42922 4.06536 -1.15053 0.006 0.022 0.061 0.1184
H -1.86233 3.80232 0.55061 0.016 0.049 -0.040 0.1220
H -3.12800 2.39192 -1.84711 -0.008 0.014 -0.045 0.1135
H -3.86844 3.65136 -0.83344 -0.052 -0.087 -0.031 0.1230
H -3.21377 0.29259 -1.18280 0.007 0.185 0.035 0.1417
H -4.92203 -0.91858 0.51793 0.188 -0.013 0.105 0.1360
H -3.70721 -0.25903 1.62438 -0.060 -0.069 -0.171 0.1330
H -4.02032 -3.58180 0.94594 -0.234 -0.037 0.093 0.1085
H -1.81050 -4.80030 -0.03090 0.132 -0.215 -0.031 0.1019
H -0.26220 -2.77434 -0.98485 0.087 0.067 -0.130 0.0942
H -1.11954 1.85083 1.74164 -0.065 0.036 0.104 0.1249
H 0.39586 -0.12891 1.83367 -0.032 -0.027 0.158 0.1209
```
Forces are in eV/Å.

# 3
Computed, not measured: a single C18H24N2O5S molecule, with ωB97M-V/def2-TZVPD.

F_max (hartree/bohr): 0.0203
Highest occupied orbital energy (eV): -8.544
Net charge: 0
Orbital gap (eV): 9.331
E_tot (hartree): -1584.18150
Relative energy (zero: lowest compared OMol25 entry of this formula, charge and spin) (kJ/mol): 177.7

The geometry in XYZ format:
```
50
Properties=species:S:1:pos:R:3:forces:R:3:lowdin_charge:R:1
C -4.92038 -0.68233 -0.27243 0.260 -0.295 0.163 -0.0491
C -4.44526 -1.80419 0.64514 -0.434 0.242 0.025 -0.2296
O -3.22659 -2.37450 0.20732 0.292 -0.091 -0.115 -0.0414
C -2.05064 -1.73826 0.42811 0.445 -0.020 -0.042 -0.2107
C -1.88766 -0.58850 1.19541 -0.153 -0.067 0.070 0.0059
C -0.62646 -0.04288 1.37254 0.073 0.087 0.091 -0.0511
C 0.46620 -0.64043 0.78151 0.576 0.189 0.010 -0.2692
S 2.08828 0.04974 1.05444 -0.247 -0.390 0.003 0.7025
O 2.62384 -0.50046 2.26423 0.178 -0.199 -0.060 -0.2664
O 2.00153 1.49302 0.97479 0.068 -0.095 -0.002 -0.3006
N 2.97025 -0.54995 -0.24095 -0.697 0.278 0.729 -0.2451
C 4.25580 -1.13724 0.08663 0.453 -0.154 0.438 -0.2565
C 5.34121 -0.10864 0.38841 -0.209 -0.180 -0.086 -0.0701
C 2.91305 0.26247 -1.44098 -0.172 0.269 -0.210 -0.1063
C 1.47500 0.33050 -1.96486 0.325 0.369 -0.299 -0.5027
O 1.02458 -0.47379 -2.75367 -0.033 -0.316 -0.195 0.0731
N 0.79019 1.39294 -1.50299 -0.326 0.457 0.136 0.0791
C -0.60843 1.58695 -1.82320 -0.230 -0.170 -0.346 -0.0728
C -1.33847 2.24566 -0.70219 0.692 0.444 0.287 -0.2674
C -0.93256 3.12640 0.25668 -0.102 -0.389 -0.526 -0.0289
C -2.07853 3.41364 1.04079 -0.464 -0.236 -0.097 -0.0531
C -3.09341 2.69432 0.49721 0.105 0.483 0.607 -0.1296
O -2.65507 1.98153 -0.55961 0.005 -0.195 -0.417 0.0217
C 0.32134 -1.79263 0.02922 -0.189 -0.128 -0.011 -0.0168
C -0.92754 -2.34944 -0.16572 -0.204 0.070 0.113 -0.1756
C -1.11760 -3.58271 -0.98836 -0.040 0.047 0.027 -0.0216
H -4.17913 0.10998 -0.32969 0.016 0.091 -0.011 0.0469
H -5.08175 -1.06996 -1.27507 -0.036 -0.014 -0.095 0.0827
H -5.85517 -0.27296 0.10078 -0.121 0.069 0.033 0.0803
H -4.36344 -1.45814 1.68212 0.019 -0.095 -0.070 0.1163
H -5.15586 -2.63535 0.61755 0.099 0.130 0.096 0.1251
H -2.72998 -0.10514 1.66343 -0.091 0.048 0.017 0.1094
H -0.48716 0.84728 1.96461 -0.115 0.133 0.064 0.1207
H 4.55075 -1.78299 -0.74625 -0.128 0.017 0.069 0.1250
H 4.08164 -1.75242 0.97000 0.195 -0.115 -0.155 0.1091
H 6.25102 -0.61406 0.70127 0.121 0.001 0.018 0.0773
H 5.00511 0.54114 1.19296 0.074 0.092 0.084 0.0747
H 5.56326 0.49642 -0.48783 0.078 0.089 -0.054 0.0702
H 3.52487 -0.22356 -2.20442 -0.130 0.046 0.086 0.1410
H 3.28536 1.27854 -1.25740 0.054 -0.123 -0.104 0.1254
H 1.16200 1.87940 -0.69382 0.004 -0.089 -0.229 0.0892
H -1.05973 0.61312 -2.04587 0.046 0.127 0.028 0.1354
H -0.68577 2.20177 -2.73264 -0.103 -0.173 0.106 0.1389
H 0.05355 3.51379 0.40851 0.269 0.050 -0.018 0.1118
H -2.13019 4.06762 1.88660 -0.094 0.126 0.191 0.1028
H -4.13230 2.61072 0.74782 -0.159 -0.084 -0.048 0.1196
H 1.19226 -2.24292 -0.41855 0.024 -0.094 -0.131 0.1214
H -1.49277 -4.39428 -0.36657 -0.032 -0.115 -0.027 0.0887
H -0.18211 -3.88275 -1.44966 0.067 -0.050 -0.048 0.0825
H -1.85768 -3.39923 -1.76470 -0.031 -0.077 -0.095 0.0878
```
Forces are in eV/Å.

# 4
Computed, not measured: a molecular structure, C18H25AsN5PtS, with ωB97M-V/def2-TZVPD.

F_max (hartree/bohr): 0.0191
Highest occupied orbital energy (eV): -10.711
Net charge: +1
Orbital gap (eV): 6.231
E_tot (hartree): -3727.73855
Relative energy (zero: lowest compared OMol25 entry of this formula, charge and spin) (kJ/mol): 64.0

The geometry in XYZ format:
```
51
Properties=species:S:1:pos:R:3:forces:R:3:lowdin_charge:R:1
Pt 0.17469 -0.49188 0.78464 -0.483 0.773 -0.365 0.4980
N 4.60887 -1.90012 1.53538 0.035 -0.047 -0.016 0.0446
C 3.98950 -0.81330 1.05170 -0.021 -0.033 0.060 -0.1384
N 2.74241 -0.79890 1.46810 0.271 -0.217 0.177 0.0671
C 2.65663 -1.94129 2.20773 -0.300 0.096 -0.004 -0.3341
N 3.76841 -2.63760 2.27657 0.064 0.100 -0.080 0.1401
C 1.41679 -2.40464 2.86198 0.035 0.082 -0.098 -0.1811
C 1.47335 -3.33096 3.89711 -0.098 -0.133 0.177 -0.0426
N 0.38256 -3.79449 4.49392 0.070 0.078 -0.083 0.1194
C -0.78714 -3.32713 4.06609 0.125 -0.104 0.116 -0.0870
C -0.86833 -2.40444 3.04223 -0.024 0.133 -0.149 -0.0942
N 0.23010 -1.94364 2.43391 0.391 -0.327 0.111 -0.0355
H 5.55480 -2.21335 1.39131 0.040 0.016 -0.001 0.1664
H 4.46427 -0.07884 0.41771 -0.007 -0.079 0.075 0.1360
H 2.43423 -3.69399 4.24048 -0.040 -0.011 -0.009 0.1254
H -1.68151 -3.70169 4.54750 0.008 0.018 -0.009 0.1201
H -1.81760 -2.02824 2.69150 -0.046 -0.001 -0.039 0.1110
C -1.66012 2.62837 2.20381 0.085 0.062 -0.071 -0.1581
C -0.37304 2.92519 1.43071 -0.237 -0.261 0.291 -0.3962
As -0.08451 1.69464 -0.03488 0.395 -0.426 -0.568 1.0583
C -1.41943 2.15616 -1.36588 -0.249 -0.274 0.085 -0.3720
C -2.67403 1.29044 -1.28174 -0.038 0.219 0.055 -0.1462
C 1.57858 2.28826 -0.83208 0.103 0.280 -0.015 -0.4184
C 1.55755 3.73173 -1.33671 -0.021 -0.065 0.039 -0.1453
H -1.71612 3.24508 3.10018 -0.019 0.000 -0.013 0.0780
H -1.70830 1.58209 2.51058 0.003 -0.005 0.040 0.0503
H -2.54259 2.83776 1.59964 -0.015 -0.006 -0.004 0.0664
H 0.49915 2.84437 2.07817 0.068 0.022 0.018 0.0758
H -0.38951 3.92612 1.00420 0.025 0.069 -0.029 0.0711
H -0.93547 2.05153 -2.33562 0.033 -0.025 -0.063 0.0722
H -1.65630 3.20922 -1.21705 0.072 0.091 -0.013 0.0811
H -2.42718 0.24333 -1.40629 -0.016 -0.068 -0.024 0.0263
H -3.38260 1.57093 -2.06249 0.023 -0.004 0.025 0.0852
H -3.17335 1.40368 -0.31833 -0.019 0.023 -0.009 0.0645
H 1.78684 1.58666 -1.63831 0.013 -0.043 -0.005 0.0387
H 2.34956 2.14614 -0.07211 -0.023 -0.032 0.024 0.0645
H 0.88676 3.84825 -2.18866 0.001 0.002 0.022 0.0696
H 2.55543 4.03158 -1.65926 -0.038 -0.019 -0.017 0.0782
H 1.24420 4.43323 -0.56254 0.030 0.004 -0.005 0.0629
S 0.91584 -1.17685 -1.25019 -0.182 0.198 0.407 0.6057
C -0.44705 -1.33424 -2.35412 -0.164 0.032 -0.101 -0.6687
C -1.64360 -1.94785 -1.97347 0.125 -0.138 -0.132 -0.1490
C -2.65944 -2.12164 -2.89935 0.036 -0.030 0.070 -0.0771
C -2.48803 -1.69822 -4.21244 -0.036 0.024 -0.047 -0.0697
C -1.30231 -1.08951 -4.59704 0.072 0.034 0.025 -0.0703
C -0.28366 -0.89885 -3.67029 -0.057 0.028 0.070 -0.1183
H -1.75959 -2.28270 -0.95097 -0.027 -0.036 0.001 0.0914
H -3.58472 -2.60010 -2.60172 0.039 0.026 0.000 0.1118
H -3.28048 -1.84573 -4.93702 0.050 0.014 0.053 0.1104
H -1.17051 -0.75381 -5.61876 0.009 -0.032 0.051 0.1101
H 0.64601 -0.42081 -3.95786 -0.058 -0.008 -0.022 0.1015
```
Forces are in eV/Å.